Record 1
{
  "formula": "C10H20NOS",
  "method": "wB97M-V/def2-TZVPD",
  "symbols": ["C", "C", "C", "C", "C", "C", "C", "C", "C", "C", "N", "O", "S", "H", "H", "H", "H", "H", "H", "H", "H", "H", "H", "H", "H", "H", "H", "H", "H", "H", "H", "H", "H"],
  "positions_angstrom": [[1.325, -2.207, -0.160], [3.051, 0.584, 1.069], [1.593, 0.538, 1.165], [3.429, 1.398, -0.104], [1.527, 0.545, -1.296], [0.794, 0.038, 0.021], [-2.991, -1.363, -0.058], [-3.335, 1.095, 0.473], [-1.461, 0.325, -1.012], [-2.928, 0.077, -0.597], [-0.468, 0.123, 0.031], [2.897, 0.848, -1.289], [0.900, -3.651, 0.416], [2.092, -2.387, -1.019], [3.484, 1.005, 1.995], [3.482, -0.375, 0.921], [1.362, 0.029, 2.094], [1.262, 1.608, 1.260], [3.040, 2.423, -0.001], [4.525, 1.391, -0.248], [1.515, -0.197, -2.123], [0.921, 1.458, -1.774], [-2.196, -1.640, 0.561], [-3.049, -2.055, -0.911], [-3.957, -1.568, 0.542], [-3.084, 0.615, 1.411], [-2.737, 1.979, 0.539], [-4.443, 1.366, 0.386], [-1.293, -0.364, -1.892], [-1.230, 1.362, -1.431], [-3.564, 0.117, -1.592], [0.451, -3.211, 1.617], [-0.917, 0.095, 1.006]],
  "nbo_charge": [-0.45, -0.43, -0.48, -0.06, -0.14, 0.45, -0.62, -0.63, -0.23, -0.23, -0.54, -0.51, 0.40, 0.20, 0.24, 0.22, 0.24, 0.25, 0.17, 0.22, 0.23, 0.20, 0.19, 0.23, 0.24, 0.20, 0.21, 0.25, 0.22, 0.22, 0.24, 0.12, 0.41],
  "e_above_lowest_ev": 4.6797,
  "total_charge": 1,
  "orbital_gap_ha": 0.313,
  "mol_weight_g_mol": 202.34
}



Record 2
{
  "formula": "C2O2S4Si",
  "method": "wB97M-V/def2-TZVPD",
  "symbols": ["C", "C", "O", "O", "Si", "S", "S", "S", "S"],
  "positions_angstrom": [[1.886, 0.759, -1.231], [-1.483, -1.847, 1.702], [1.186, 0.787, -0.091], [-0.641, -1.160, 1.296], [-0.423, 0.878, -0.596], [3.446, 0.960, -1.340], [-2.639, -2.646, 2.376], [0.639, 0.689, -2.504], [-1.973, 1.580, 0.387]],
  "nbo_charge": [-0.03, 0.45, -0.84, -0.49, 1.43, 0.09, 0.06, -0.08, -0.58],
  "e_above_lowest_ev": 0.0000,
  "total_charge": 0,
  "orbital_gap_ha": 0.303,
  "mol_weight_g_mol": 212.37
}



Record 3
{
  "formula": "C3H7OS",
  "method": "wB97M-V/def2-TZVPD",
  "symbols": ["O", "C", "C", "C", "S", "H", "H", "H", "H", "H", "H", "H"],
  "positions_angstrom": [[1.207, 1.617, -0.754], [1.480, 0.534, -0.013], [0.214, -0.055, 0.711], [-0.842, -0.199, -0.348], [-2.323, -1.253, 0.130], [1.984, -0.316, -0.578], [2.309, 0.745, 0.729], [0.015, 0.619, 1.549], [0.587, -0.966, 1.325], [-1.322, 0.756, -0.513], [-0.373, -0.629, -1.239], [-2.935, -0.852, -0.999]],
  "nbo_charge": [-0.95, 0.00, -0.48, -0.45, -0.15, 0.05, 0.07, 0.19, 0.17, 0.23, 0.21, 0.10],
  "smiles": "[O-]CCCS",
  "e_above_lowest_ev": 1.8410,
  "total_charge": -1,
  "orbital_gap_ha": 0.207,
  "mol_weight_g_mol": 91.15
}



Record 4
{
  "formula": "C26H44CrN4O2P3S4",
  "method": "wB97M-V/def2-TZVPD",
  "symbols": ["Cr", "C", "C", "S", "C", "C", "S", "H", "H", "H", "H", "H", "H", "C", "P", "C", "C", "C", "C", "C", "C", "C", "P", "C", "C", "H", "H", "H", "H", "H", "H", "H", "H", "H", "H", "H", "H", "H", "H", "H", "H", "N", "C", "C", "C", "N", "H", "H", "H", "H", "N", "C", "C", "N", "C", "H", "H", "H", "H", "C", "C", "C", "O", "P", "S", "S", "O", "C", "C", "C", "H", "H", "H", "H", "H", "H", "H", "H", "H", "H", "H", "H", "H", "H"],
  "positions_angstrom": [[-0.737, -0.298, 0.596], [-4.443, -0.131, 3.558], [-3.453, -0.332, 2.459], [-1.792, -0.112, 2.848], [-3.972, -0.528, 1.110], [-5.423, -0.845, 1.048], [-3.050, -0.488, -0.345], [-5.247, 0.506, 3.219], [-3.954, 0.250, 4.478], [-4.947, -1.071, 3.891], [-5.673, -1.820, 1.492], [-5.783, -0.945, 0.016], [-5.973, -0.104, 1.599], [3.041, 0.528, 0.897], [1.646, -0.441, 1.623], [2.486, -2.086, 1.432], [1.925, -0.277, 3.433], [1.906, -1.487, 4.225], [2.472, -1.486, 5.523], [2.972, -0.285, 6.045], [2.899, 0.873, 5.374], [2.244, 0.931, 4.102], [2.033, 2.502, 3.305], [3.102, 3.709, 4.219], [0.372, 3.072, 3.925], [3.965, 0.354, 1.442], [2.821, 1.619, 0.899], [3.170, 0.209, -0.153], [3.262, -2.191, 2.175], [2.862, -2.177, 0.413], [1.808, -3.006, 1.477], [1.622, -2.390, 3.723], [2.487, -2.419, 6.095], [3.422, -0.275, 7.054], [3.329, 1.755, 5.809], [2.913, 3.627, 5.283], [2.821, 4.703, 3.842], [4.199, 3.544, 4.055], [0.281, 4.140, 3.723], [0.331, 2.833, 5.012], [-0.379, 2.540, 3.287], [-1.932, 2.510, 0.240], [-1.800, 3.642, -0.506], [-0.391, 3.857, -0.648], [0.197, 2.853, 0.067], [-0.704, 1.948, 0.503], [-2.728, 2.001, 0.556], [-2.679, 4.201, -0.848], [0.094, 4.617, -1.217], [1.273, 2.653, 0.217], [-1.762, -4.476, 1.143], [-0.944, -4.638, 0.010], [-0.328, -3.451, -0.213], [-0.788, -2.540, 0.778], [-1.646, -3.214, 1.578], [-2.249, -5.153, 1.711], [-0.906, -5.610, -0.476], [0.427, -3.099, -0.902], [-2.182, -2.857, 2.470], [-2.058, -0.903, -5.652], [-1.277, -2.025, -4.993], [-0.344, -2.704, -5.963], [-0.498, -1.684, -3.765], [-0.070, -0.156, -3.328], [-1.491, 1.174, -3.286], [0.818, -0.653, -1.547], [1.068, 0.069, -4.441], [1.463, 1.341, -5.111], [2.846, 1.677, -4.555], [1.407, 1.015, -6.579], [-2.481, -1.363, -6.596], [-1.321, -0.112, -5.932], [-2.811, -0.413, -4.974], [-1.980, -2.770, -4.587], [0.329, -1.939, -6.406], [-0.910, -3.196, -6.741], [0.308, -3.412, -5.425], [0.742, 2.109, -4.856], [3.636, 0.943, -4.764], [2.806, 1.762, -3.462], [3.153, 2.680, -4.882], [2.006, 0.139, -6.828], [1.783, 1.850, -7.142], [0.356, 0.829, -6.850]],
  "lowdin_charge": [-0.08, -0.19, -0.83, 0.52, -0.82, -0.18, 0.51, 0.05, 0.05, 0.07, 0.07, 0.05, 0.04, -0.32, 0.84, -0.28, -0.36, -0.08, -0.07, -0.13, -0.11, -0.39, 0.90, -0.31, -0.27, 0.04, -0.03, 0.01, 0.03, 0.03, 0.05, 0.08, 0.10, 0.11, 0.08, 0.01, 0.03, 0.05, 0.03, 0.05, 0.00, 0.01, -0.08, -0.08, -0.18, -0.06, 0.09, 0.11, 0.08, 0.08, 0.04, -0.09, -0.15, -0.06, -0.18, 0.14, 0.10, 0.04, 0.11, -0.12, -0.45, -0.07, -0.35, -0.08, 0.27, 0.30, -0.35, -0.43, -0.05, -0.06, 0.09, 0.04, 0.05, 0.14, 0.08, 0.07, 0.09, 0.10, 0.08, 0.08, 0.08, 0.08, 0.07, 0.07],
  "multiplicity": 5,
  "s2": 6.019,
  "e_above_lowest_ev": 0.0000,
  "total_charge": -1,
  "orbital_gap_ha": [0.181, 0.186],
  "mol_weight_g_mol": 717.85
}



- What is the formula in the fourth record?
  C26H44CrN4O2P3S4